Formula: C28H30BN8O2S2Ti
Source: the OMol25 dataset
Level of theory: wB97M-V/def2-TZVPD

Atoms and positions in Å:
Ti 0.348 -0.222 0.715
S 0.657 -0.217 -2.734
S 3.619 0.157 0.704
O 2.196 0.593 1.060
O 0.467 0.155 -1.259
N -0.855 1.384 1.252
N -2.050 1.118 1.835
N -4.064 -1.477 3.682
N -1.431 -1.317 0.364
N -3.466 -0.285 3.408
N -2.435 -1.292 1.277
N 0.209 -0.883 2.708
N -1.016 -0.705 3.265
C -1.538 2.983 -5.063
C -2.968 -2.830 -0.225
C 1.055 -1.176 3.704
C -0.850 2.079 -2.941
C 4.518 -1.886 -0.895
C -0.890 1.949 -5.730
C -2.783 2.239 1.855
C 2.290 -2.168 -0.037
C -3.366 -2.196 0.943
C -2.052 3.267 1.279
C -0.200 1.065 -3.622
C -0.846 2.682 0.926
C -4.816 -1.278 4.742
C 2.180 -3.380 -0.707
C 0.381 -1.201 4.913
C -1.524 3.044 -3.678
C 2.852 1.606 -2.862
C 3.004 2.004 -1.391
C -3.783 0.621 4.381
C 4.407 -3.098 -1.560
C -1.752 -2.249 -0.543
C 4.138 1.284 -0.648
C 2.378 0.180 -3.118
C 3.233 -3.838 -1.485
C -0.222 0.974 -5.009
C -4.669 0.033 5.240
C -0.930 -0.891 4.588
C 3.444 -1.402 -0.157
B -2.302 -0.301 2.461
H -1.804 -0.805 5.213
H -2.362 4.289 1.155
H -1.096 -2.437 -1.380
H 3.810 1.719 -3.375
H -3.499 -3.598 -0.758
H 3.213 3.073 -1.345
H -5.145 0.485 6.093
H 5.248 -3.468 -2.131
H 2.065 1.858 -0.862
H -3.350 1.606 4.412
H 2.099 -1.353 3.495
H -5.425 -2.081 5.125
H 1.281 -3.970 -0.594
H -3.783 2.240 2.252
H 0.021 3.113 0.450
H 1.480 -1.973 0.678
H -2.044 3.842 -3.165
H -2.066 3.738 -5.630
H 0.260 0.153 -5.527
H 0.777 -1.416 5.890
H 5.450 -1.337 -0.954
H -0.917 1.897 -6.809
H 4.806 1.986 -0.150
H 4.753 0.675 -1.312
H -4.229 -2.334 1.569
H 2.168 2.302 -3.353
H 2.955 -0.577 -2.582
H 3.153 -4.783 -2.004
H 2.456 -0.077 -4.178
H -0.844 2.108 -1.860

Computed properties:
<S²>   0.75
2S+1   2
Total energy   -90991.60174 eV
Highest occupied orbital energy (spin up / spin down)   -13.76 / -13.76 eV
Net charge   +2

Results of the Löwdin charge analysis, in e, for atoms 1 through 5: number 1, Ti, carries 1.066; number 2, S, carries 1.104; number 3, S, carries 1.130; number 4, O, carries -0.599; number 5, O, carries -0.623

---

Formula: C28H30ClF3InN5O9SSe
Source: the OMol25 dataset
Level of theory: wB97M-V/def2-TZVPD

Atoms and positions in Å:
In -1.738 1.381 0.354
Se 0.102 0.579 -1.380
Cl -1.295 -1.908 1.937
S -1.357 2.063 3.115
F -1.973 1.424 5.562
F -0.571 0.052 4.645
F 0.089 2.002 5.271
O -1.503 3.460 3.378
O -0.253 1.704 2.192
O -3.941 5.067 0.434
O -1.674 -0.916 0.901
O -5.682 2.926 0.359
O -2.537 1.345 2.621
O -1.284 -3.177 1.267
O -2.254 -1.886 2.981
O 0.019 -1.585 2.402
N -3.364 2.830 0.213
N -0.794 3.534 0.062
N 0.772 -2.133 -0.688
N -3.543 0.295 -0.610
N 1.936 -0.678 0.453
C 1.431 -2.603 -3.670
C -3.135 4.169 0.348
C -4.695 0.921 -0.375
C 0.602 -3.494 -2.749
C -0.143 -2.745 -1.647
C -0.928 1.318 4.746
C -5.922 0.327 -0.616
C -1.258 5.814 0.570
C 3.439 1.279 0.021
C 2.638 -4.618 1.330
C 3.411 -3.685 2.035
C 2.468 0.580 0.966
C 0.588 -1.736 -4.596
C 2.356 -1.932 0.865
C 0.508 3.817 0.018
C 0.993 5.091 0.239
C -5.943 -0.954 -1.138
C -4.741 -1.595 -1.401
C 1.608 -2.857 0.148
C -3.561 -0.940 -1.110
C -4.645 2.351 0.132
C 4.677 0.480 -0.391
C 0.091 6.105 0.528
C 1.719 -4.223 0.381
C -1.661 4.510 0.333
C 0.974 -0.823 -0.467
C 3.280 -2.328 1.824
C 4.444 -0.516 -1.524
H 2.963 0.332 1.905
H -0.095 -2.353 -5.184
H 5.440 1.191 -0.714
H -0.147 -4.030 -3.338
H 1.625 1.216 1.225
H 3.915 -0.037 -2.352
H -0.741 -1.938 -2.065
H -6.883 -1.449 -1.337
H 2.099 -1.977 -3.069
H 0.441 7.111 0.718
H -2.600 -1.406 -1.255
H 1.164 2.988 -0.209
H 1.240 -4.258 -2.300
H -0.801 -3.401 -1.075
H 5.096 -0.030 0.483
H 2.753 -5.670 1.550
H -0.010 -1.009 -4.046
H 3.857 -1.616 2.395
H 5.392 -0.888 -1.911
H 1.215 -1.182 -5.294
H -6.817 0.887 -0.391
H -4.713 -2.596 -1.808
H 3.864 -1.383 -1.211
H 2.084 -3.241 -4.270
H 1.095 -4.939 -0.132
H 2.907 1.607 -0.877
H 2.056 5.279 0.192
H 3.752 2.187 0.545
H 4.114 -4.038 2.777
H -2.015 6.554 0.785

Computed properties:
Total energy   -157428.20054 eV
Highest occupied orbital energy   -9.19 eV

Results of the Löwdin charge analysis, in e, for atoms 1 through 5: number 1, In, carries 0.706; number 2, Se, carries 0.872; number 3, Cl, carries 0.712; number 4, S, carries 0.542; number 5, F, carries 0.158

---

Formula: C28H30IrN4OPS
Source: the OMol25 dataset
Level of theory: wB97M-V/def2-TZVPD

Atoms and positions in Å:
Ir 0.055 0.025 0.047
S -1.419 -7.076 -1.047
P 2.022 0.323 -0.876
O -1.706 1.176 -1.757
N 0.294 -0.786 2.143
N -0.513 -1.876 -0.578
N -3.331 -5.742 -2.237
N -0.792 1.839 0.953
C 0.519 0.171 3.268
C 2.974 2.061 1.059
C 5.605 -1.466 -0.093
C -1.715 -1.955 -1.169
C 3.140 -2.165 -1.165
C 0.139 -3.025 -0.312
C 0.347 0.788 -2.896
C -2.185 -5.726 -1.548
C 3.464 4.380 0.685
C 1.682 0.490 -2.628
C 5.386 -2.753 -0.559
C -0.559 0.782 -1.711
C -0.382 -4.258 -0.617
C -0.072 1.035 -4.196
C 2.616 0.409 -3.651
C 4.591 -0.520 -0.153
C -0.492 1.304 3.342
C -2.295 -3.166 -1.499
C 3.094 4.248 -0.646
C 2.190 0.642 -4.953
C 0.860 0.957 -5.221
C -0.328 2.365 2.258
C 4.155 -3.103 -1.103
C 3.348 -0.869 -0.682
C 2.661 3.024 -1.133
C 2.595 1.920 -0.280
C 3.409 3.284 1.539
C -1.629 -4.355 -1.230
H 1.508 0.604 3.129
H 2.200 -2.425 -1.629
H 0.551 1.133 -6.243
H -2.220 -1.023 -1.383
H 6.569 -1.193 0.312
H 3.719 3.385 2.571
H -1.515 0.908 3.341
H 4.777 0.485 0.198
H -1.110 1.269 -4.394
H 2.900 0.578 -5.767
H -3.766 -4.924 -2.625
H -0.369 1.794 4.309
H 3.809 5.336 1.057
H 1.069 -1.444 2.161
H 2.378 2.931 -2.174
H 0.537 -0.388 4.204
H -0.529 -1.351 2.347
H 0.164 -5.162 -0.385
H 6.182 -3.485 -0.512
H -3.726 -6.637 -2.478
H 3.653 0.174 -3.445
H -1.767 1.550 1.051
H -0.896 3.259 2.520
H 0.716 2.654 2.145
H -3.272 -3.127 -1.958
H 3.997 -4.101 -1.489
H 3.154 5.099 -1.311
H 1.102 -2.932 0.165
H -0.809 2.568 0.244
H 2.972 1.197 1.714

Computed properties:
Total energy   -60482.22366 eV
Highest occupied orbital energy   -13.27 eV
Net charge   +2

Results of the Löwdin charge analysis, in e, for atoms 1 through 5: number 1, Ir, carries 1.130; number 2, S, carries 0.779; number 3, P, carries 0.944; number 4, O, carries 0.022; number 5, N, carries -0.080

---

Formula: C28H30N2O5
Source: the OMol25 dataset
Level of theory: wB97M-V/def2-TZVPD

Atoms and positions in Å:
O -0.809 3.453 5.126
O -1.733 3.050 -3.276
O 5.149 0.579 -2.100
O -3.626 1.971 -2.886
O 0.449 -0.481 -2.673
N 1.858 -3.074 0.311
N -2.859 -0.618 2.068
C 1.116 -0.930 0.356
C -1.874 -0.816 1.143
C 0.386 0.217 0.678
C 3.236 0.000 -0.846
C -2.277 1.973 -3.007
C 0.657 1.899 -2.846
C -1.573 0.693 -2.848
C -1.287 0.978 2.453
C -0.868 0.153 1.321
C 4.008 -2.744 -0.947
C -1.324 2.461 4.355
C 2.406 -0.965 -0.335
C -4.319 0.743 -2.527
C 0.479 4.011 4.772
C 6.352 0.242 -2.828
C -0.128 0.619 -2.783
C -3.199 0.936 4.015
C -2.597 1.948 4.750
C -4.064 -1.420 2.173
C 4.441 -0.407 -1.492
C 4.834 -1.780 -1.523
C 2.822 -2.320 -0.360
C -2.316 -0.579 -3.011
C 0.845 -2.265 0.736
C -3.804 -0.418 -3.332
C 1.939 -4.507 0.533
C -0.650 1.951 3.206
C -2.535 0.464 2.885
H -4.159 0.542 -1.456
H 2.872 -4.876 0.102
H 1.292 1.886 -3.745
H 1.092 -5.021 0.061
H -3.065 2.376 5.635
H -4.651 -1.344 1.248
H -1.884 -1.649 0.447
H 4.274 -3.800 -0.956
H 7.105 -0.211 -2.169
H -1.833 -1.198 -3.783
H 0.009 -2.648 1.311
H -2.225 -1.125 -2.056
H -5.378 0.948 -2.710
H 0.862 1.183 0.533
H 2.967 1.053 -0.804
H 0.458 4.441 3.761
H 1.922 -4.731 1.608
H -4.327 -1.333 -3.036
H 0.339 2.311 2.912
H -3.807 -2.476 2.330
H 1.265 3.247 4.834
H 1.304 1.978 -1.963
H -4.664 -1.058 3.011
H -0.037 2.751 -2.921
H 5.772 -2.069 -2.004
H 6.137 -0.435 -3.666
H -3.972 -0.284 -4.410
H 6.709 1.201 -3.201
H 0.648 4.792 5.514
H -4.162 0.528 4.312

Computed properties:
Total energy   -42737.27523 eV
Highest occupied orbital energy   -5.57 eV

Results of the Löwdin charge analysis, in e, for atoms 1 through 5: number 1, O, carries -0.096; number 2, O, carries -0.005; number 3, O, carries -0.085; number 4, O, carries -0.009; number 5, O, carries -0.054

---

Formula: C28H30N6OS
Source: the OMol25 dataset
Level of theory: wB97M-V/def2-TZVPD

Atoms and positions in Å:
S 1.549 -2.519 -0.756
O 2.381 -1.628 2.720
N -0.618 -3.557 -1.959
N -2.785 -3.008 -1.223
N 5.661 0.159 -0.280
N 3.225 -0.317 1.094
N -5.290 0.765 0.017
N -3.256 -1.280 0.196
C 4.434 -0.035 1.839
C -4.647 -1.571 -0.117
C -2.325 -2.092 -0.367
C 3.203 0.312 -0.204
C -0.128 -1.427 0.927
C -6.060 2.913 -0.772
C 7.650 3.825 -0.795
C -7.006 3.918 -0.775
C 4.442 -0.144 -0.994
C -6.233 1.767 0.014
C -3.923 1.000 -0.382
C 5.654 -0.484 1.018
C -7.397 1.672 0.785
C 6.405 3.627 -1.363
C 2.316 -1.184 1.586
C -8.341 2.680 0.765
C -8.155 3.812 -0.009
C 6.281 1.396 -0.433
C -5.565 -0.551 0.543
C -0.627 -0.829 2.204
C -0.930 -2.027 -0.096
C 1.204 -1.576 0.679
C -2.986 0.120 0.450
C 8.217 2.801 -0.056
C 7.551 1.606 0.118
C 5.726 2.435 -1.186
C -1.926 -3.700 -1.945
C -0.148 -2.749 -1.019
H -6.599 -0.820 0.313
H -1.614 -1.218 2.438
H 4.379 -0.573 2.786
H -3.138 0.353 1.509
H -3.771 0.785 -1.451
H -4.872 -2.578 0.242
H -8.893 4.599 -0.017
H 4.754 2.332 -1.641
H -0.671 0.258 2.156
H -3.665 2.047 -0.202
H 5.605 -1.568 0.865
H -4.804 -1.567 -1.202
H 6.561 -0.251 1.569
H 4.464 0.306 -1.985
H 0.059 -1.099 3.004
H -9.230 2.581 1.371
H -5.190 3.012 -1.403
H -2.344 -4.427 -2.627
H 2.288 0.060 -0.737
H 4.499 1.042 2.032
H -7.563 0.814 1.417
H 9.196 2.929 0.383
H 3.241 1.399 -0.058
H 5.946 4.411 -1.948
H -1.953 0.343 0.183
H 8.035 0.816 0.672
H -5.435 -0.590 1.636
H -6.847 4.791 -1.391
H 8.172 4.760 -0.930
H 4.389 -1.232 -1.116

Computed properties:
Total energy   -51346.99674 eV
Highest occupied orbital energy   -7.79 eV

Results of the Löwdin charge analysis, in e, for atoms 1 through 5: number 1, S, carries 1.123; number 2, O, carries 0.066; number 3, N, carries 0.065; number 4, N, carries 0.137; number 5, N, carries -0.102

---

Formula: C28H30N6PbSSi
Source: the OMol25 dataset
Level of theory: wB97M-V/def2-TZVPD

Atoms and positions in Å:
Pb -0.198 -0.999 0.015
S -2.299 0.525 -0.017
Si -5.910 0.417 -0.049
N 0.339 0.366 2.120
N -2.488 -2.086 -0.010
N 1.249 1.222 -2.490
N 1.556 0.358 2.727
N 2.431 0.134 -0.007
N 0.343 0.202 -2.271
C 2.608 1.159 -2.201
C -6.943 0.170 -1.573
C 5.717 2.257 -4.059
C -3.057 -3.297 -0.015
C 4.832 -3.036 4.045
C 4.209 -2.205 2.970
C 3.213 -1.272 3.291
C 3.957 -1.629 0.652
C -4.422 -3.452 -0.042
C 2.986 -0.646 0.967
C 3.181 0.569 -0.990
C 4.629 0.644 -0.850
C 2.561 -0.540 2.326
C -4.650 -1.022 -0.051
C -0.552 1.754 -3.658
C 0.312 1.717 3.923
C -0.407 1.189 2.834
C -5.166 2.118 -0.065
C -0.714 0.526 -2.975
C -5.203 -2.303 -0.059
C 5.427 1.182 -1.798
C 4.541 -2.398 1.626
C 3.468 1.667 -3.150
C -3.250 -0.981 -0.027
C 1.551 1.157 3.831
C -6.913 0.182 1.494
C 0.696 2.161 -3.338
C 4.858 1.687 -2.989
H 5.764 -3.486 3.711
H 2.916 -1.153 4.326
H 3.065 2.025 -4.086
H -4.545 2.301 -0.942
H 5.059 0.355 0.098
H 6.769 2.035 -3.902
H -1.578 -0.121 -2.964
H -6.290 0.319 2.381
H 6.494 1.257 -1.638
H -6.282 -2.412 -0.075
H -4.864 -4.438 -0.047
H -0.036 2.414 4.665
H -7.388 -0.827 -1.610
H -1.428 1.366 2.534
H 4.151 -3.844 4.325
H -7.728 0.908 1.544
H 5.593 3.345 -4.081
H -4.571 2.324 0.825
H 1.224 3.061 -3.603
H 5.018 -2.446 4.942
H -6.337 0.299 -2.474
H 5.253 -3.166 1.353
H -5.998 2.828 -0.087
H -2.387 -4.148 0.007
H 5.408 1.887 -5.038
H -7.356 -0.815 1.547
H -7.758 0.895 -1.614
H 4.180 -1.810 -0.392
H 2.436 1.286 4.432
H -1.271 2.265 -4.274

Computed properties:
Total energy   -62410.10765 eV
Highest occupied orbital energy   -12.81 eV
Net charge   +2

Results of the Löwdin charge analysis, in e, for atoms 1 through 5: number 1, Pb, carries 1.227; number 2, S, carries 0.543; number 3, Si, carries 0.499; number 4, N, carries -0.060; number 5, N, carries -0.152

---

Formula: C28H30N6PdSeSi
Source: the OMol25 dataset
Level of theory: wB97M-V/def2-TZVPD

Atoms and positions in Å:
Pd -0.191 0.286 0.461
Se -0.913 3.350 -1.005
Si 1.504 -2.817 1.100
N -3.472 -2.990 -5.284
N 0.723 0.757 2.374
N -2.504 4.073 -0.863
N 0.789 -1.279 1.419
N -1.308 2.001 0.080
N 2.232 1.349 -0.567
C -2.567 2.132 0.453
C -3.288 1.237 1.315
C 1.178 -3.301 -0.673
C 2.503 -0.002 -2.549
C 2.635 1.021 -4.729
C 1.102 -1.082 3.874
C 0.895 -0.578 2.571
C 0.884 -4.197 2.213
C -2.473 -2.345 -1.986
C -0.956 -0.059 -2.387
C 3.351 -2.702 1.366
C 2.475 2.392 -2.753
C 2.566 2.272 -4.133
C 2.610 -0.112 -3.924
C -1.065 -0.577 -1.096
C -1.842 -1.726 -0.921
C -4.607 3.559 0.258
C -3.230 3.304 -0.077
C 0.574 3.071 3.068
C -2.334 -1.821 -3.269
C -5.244 2.686 1.061
C 0.750 1.617 3.399
C 1.161 -0.185 4.913
C -4.575 1.518 1.593
C 0.990 1.185 4.688
C -2.967 -2.472 -4.390
C -1.573 -0.673 -3.467
C 2.433 1.255 -1.949
H 1.032 1.897 5.501
H 0.371 -4.033 -0.743
H -5.133 0.850 2.236
H -0.187 -4.118 2.411
H 2.309 2.282 -0.191
H -3.068 -3.237 -1.834
H -1.948 -2.154 0.070
H 2.650 -1.096 -4.375
H 2.434 3.375 -2.293
H 1.323 -0.546 5.922
H 3.842 -2.125 0.578
H 0.015 3.592 3.845
H 2.713 0.930 -5.804
H -0.359 0.826 -2.579
H 2.600 3.165 -4.744
H 2.446 -0.887 -1.926
H 1.061 -5.157 1.718
H -6.280 2.857 1.321
H -5.093 4.436 -0.146
H 0.898 -2.446 -1.289
H -2.784 0.367 1.714
H 3.592 -2.238 2.327
H 1.549 3.555 2.980
H 2.073 -3.755 -1.107
H 1.408 -4.228 3.171
H 1.178 -2.146 4.038
H -1.462 -0.267 -4.465
H 0.052 3.180 2.119
H 3.789 -3.705 1.364
H 2.733 0.678 -0.005

Computed properties:
Total energy   -115168.44413 eV
Highest occupied orbital energy   -7.70 eV

Results of the Löwdin charge analysis, in e, for atoms 1 through 5: number 1, Pd, carries 0.873; number 2, Se, carries 1.163; number 3, Si, carries 0.367; number 4, N, carries 0.141; number 5, N, carries 0.030

---

Calculated energy above the lowest of the compared OMol25 structures with the same formula, charge and spin (eV), listed in the same order as above: 0.000 0.825 0.000 4.235 0.000 0.114 0.314